<a>
Below is an isolated molecule of C6H7NO2, with properties calculated with ωB97M-V/def2-TZVPD.

HOMO energy in eV: -8.10
Orbital gap in eV: 8.8
Structure (SMILES): CC(=O)Nc1ccco1

Positions of all 16 atoms, in Å:
O1 -1.47548 -1.67313 0.00656
O2 1.08510 -1.12380 -0.05429
N1 -0.63648 0.47972 -0.04750
C1 -1.73602 -0.45185 -0.02013
C2 -3.04211 0.18169 0.06430
C3 2.96882 0.07954 0.02306
C4 1.75386 0.98279 -0.01966
C5 0.73060 0.13138 0.02769
C6 2.43863 -1.24622 0.05313
H1 1.77321 2.22625 0.10959
H2 3.21961 -2.16229 0.03977
H3 3.93896 0.24315 -0.10030
H4 -1.04251 1.43861 -0.03559
H5 -3.83882 -0.58535 -0.12104
H6 -3.06912 0.79674 -0.83756
H7 -3.06825 0.68277 0.91197

Here are the Löwdin charges for atoms 1 to 2, given in e: 0.0519 0.0412

=====

<b>
Below is an isolated molecule of C6H7NO2, with properties calculated with ωB97M-V/def2-TZVPD.

HOMO energy in eV: -8.02
Orbital gap in eV: 8.7
Structure (SMILES): CC(=O)Nc1ccco1

Positions of all 16 atoms, in Å:
O1 -0.03960 -1.49640 1.59234
O2 0.47609 1.14451 -1.53853
N1 -0.76462 -0.27916 -0.21460
C1 0.41162 0.51317 -0.35973
C2 -2.32384 -1.78583 0.92948
C3 2.41410 1.51975 -0.41169
C4 1.56479 0.66439 0.32463
C5 1.69590 1.75881 -1.58002
C6 -0.94386 -1.23182 0.88534
H1 -2.80472 -2.00514 -0.24336
H2 -1.46575 0.08683 -0.59671
H3 -2.15948 -2.71009 1.49185
H4 3.20867 2.10048 -0.37649
H5 1.78556 0.34185 1.36753
H6 1.87676 2.33190 -2.55022
H7 -2.93161 -0.95326 1.28017

Here are the Löwdin charges for atoms 1 to 2, given in e: 0.1169 0.0434

=====

Stability check: which of them is most stable? <b>.

=====

<a>
Below is a cluster of 4 separate species, C5H20N2O4 in total, with properties calculated with ωB97M-V/def2-TZVPD.

HOMO energy in eV: -8.76
Orbital gap in eV: 9.2
Structure (SMILES): CN[C@H](CO)CCN.O.O.O

Positions of all 31 atoms, in Å:
O1 -3.13773 -1.17478 -1.04249
O2 -1.34089 -0.34641 -3.27958
O3 -0.33402 3.12532 1.35980
O4 1.29454 -1.96295 2.75582
N1 -0.70080 0.29571 0.17022
N2 1.39918 -1.89736 -0.70471
C1 -1.53974 0.08883 1.41272
C2 1.68754 0.54936 -0.50891
C3 2.23062 -0.83772 -0.14245
C4 0.55637 1.03639 0.38606
C5 0.35039 2.56698 0.24751
H1 0.43243 -1.64138 -0.84230
H2 3.19478 -0.95555 -0.57808
H3 0.77921 0.94187 1.45720
H4 1.28232 0.49911 -1.52283
H5 -2.33092 -1.58742 -0.72153
H6 0.60504 -1.51144 2.27184
H7 -1.76943 0.32357 -3.82062
H8 -2.05606 -0.72102 -2.74339
H9 -0.31104 2.83628 -0.56408
H10 1.34132 2.99277 0.12867
H11 -1.44444 0.89225 2.13787
H12 2.45366 1.32953 -0.48783
H13 -1.34104 0.82878 -0.39310
H14 2.31520 -0.91154 0.93294
H15 -1.19101 -0.85831 1.82792
H16 1.77625 -2.26699 -1.56055
H17 0.20517 3.08480 2.15588
H18 -2.52691 -0.00848 0.98340
H19 1.50844 -2.75598 2.25423
H20 -3.38844 -1.95419 -1.56964

Here are the Löwdin charges for atoms 1 to 2, given in e: -0.0583 -0.0696

=====

<b>
Below is a cluster of 4 separate species, C5H20N2O4 in total, with properties calculated with ωB97M-V/def2-TZVPD.

HOMO energy in eV: -9.04
Orbital gap in eV: 9.6
Structure (SMILES): CC[C@@H](CN)NCO.O.O.O

Positions of all 31 atoms, in Å:
O1 -2.81771 -0.43014 0.99071
O2 -0.71523 2.50918 -0.33681
O3 -1.73773 0.06693 -2.45810
O4 -2.01834 -2.52867 -1.01821
N1 1.41706 1.42803 0.14191
N2 0.13403 1.06650 2.69561
C1 0.46690 1.88966 -0.85078
C2 1.05594 0.06746 0.68322
C3 1.90397 -0.96556 -0.01116
C4 1.15014 0.14634 2.20149
C5 1.32977 -1.63117 -1.27096
H1 -1.43784 -2.09003 -1.65081
H2 -1.61340 -3.25178 -0.53943
H3 0.14117 1.07320 3.71009
H4 -2.79605 -0.34387 0.03217
H5 0.36082 -1.14670 -1.46158
H6 2.87853 -0.56563 -0.27681
H7 2.10307 0.58403 2.47464
H8 0.05206 1.04430 -1.39548
H9 1.14117 -0.86653 2.60571
H10 1.13617 -2.69947 -1.20010
H11 -2.55579 -0.37864 -2.70529
H12 1.91462 -1.45700 -2.16772
H13 2.23909 -1.73724 0.70178
H14 1.29895 2.10287 0.89033
H15 -0.77097 0.79626 2.34033
H16 -0.54135 3.27832 0.21095
H17 0.91009 2.57337 -1.57759
H18 -1.94321 1.01156 -2.51113
H19 -2.70450 0.46128 1.33865
H20 0.01856 -0.00687 0.41437

Here are the Löwdin charges for atoms 1 to 2, given in e: -0.0603 -0.0707

=====

Stability check: which of them is most stable? <b>.

=====

<a>
Below is an isolated molecule of C4H5N, with properties calculated with ωB97M-V/def2-TZVPD.

HOMO energy in eV: -9.58
Orbital gap in eV: 10.6
Structure (SMILES): C#C[C@@H]1CN1

Positions of all 10 atoms, in Å:
N1 1.22147 -0.62523 -0.50601
C1 0.27651 -0.18864 0.53249
C2 1.30530 0.72237 -0.06724
C3 -1.12475 -0.10908 0.13728
C4 -2.25994 0.09876 -0.19432
H1 -3.33286 0.21728 -0.33969
H2 0.42496 -0.40967 1.60141
H3 1.01877 1.53264 -0.70604
H4 2.15287 1.00018 0.61282
H5 2.00323 -1.10420 -0.07566

Here are the Löwdin charges for atoms 1 to 2, given in e: 0.0213 -0.3244

=====

<b>
Below is an isolated molecule of C4H5N, with properties calculated with ωB97M-V/def2-TZVPD.

HOMO energy in eV: -10.35
Orbital gap in eV: 11.2
Structure (SMILES): C=CCC#N

Positions of all 10 atoms, in Å:
N1 2.40022 -0.58036 0.12646
C1 -2.10262 -0.54432 -0.24410
C2 1.48310 0.10296 -0.12360
C3 0.11478 0.76343 -0.23291
C4 -1.13776 0.11900 0.51461
H1 -1.34977 0.19821 1.56352
H2 -2.16367 -0.60597 -1.23163
H3 -0.12389 1.83711 0.09297
H4 -3.13436 -0.48523 0.37599
H5 -0.17494 0.47194 -1.17014

Here are the Löwdin charges for atoms 1 to 2, given in e: 0.1193 0.0129

=====

Stability check: which of them is most stable? <b>.

=====

<a>
Below is an isolated molecule of C4H5N, with properties calculated with ωB97M-V/def2-TZVPD.

HOMO energy in eV: -8.90
Orbital gap in eV: 9.6
Structure (SMILES): C#C/N=C/C

Positions of all 10 atoms, in Å:
N1 0.60006 -0.32584 -0.03977
C1 -0.46134 0.34360 0.09615
C2 -1.91579 -0.22758 0.01302
C3 1.91987 -0.07821 0.02067
C4 3.11742 -0.21297 0.00209
H1 4.20156 0.01830 -0.11579
H2 -1.96175 -1.34285 -0.02667
H3 -2.46362 -0.04568 -0.93013
H4 -0.59161 1.49072 0.18215
H5 -2.44480 0.38051 0.79829

Here are the Löwdin charges for atoms 1 to 2, given in e: 0.0363 -0.1899

=====

<b>
Below is an isolated molecule of C4H5N, with properties calculated with ωB97M-V/def2-TZVPD.

HOMO energy in eV: -7.48
Orbital gap in eV: 7.7

Positions of all 10 atoms, in Å:
N1 -0.68478 -2.22428 1.85391
C1 -0.15043 0.81309 0.09543
C2 -0.39146 -1.42226 1.03020
C3 0.30636 1.60876 -1.02943
C4 0.32968 -0.54738 0.26938
H1 -0.37152 2.41538 -1.08659
H2 -1.61370 -2.63712 1.92506
H3 1.19950 1.86630 -0.51692
H4 0.52621 1.07038 -1.97094
H5 0.85013 -0.94287 -0.57010

Here are the Löwdin charges for atoms 1 to 2, given in e: 0.2087 -0.1122

=====

Stability check: which of them is most stable? <a>.

=====

<a>
Below is a cluster of 2 separate species, C2H6NO2 in total, with properties calculated with ωB97M-V/def2-TZVPD.

HOMO energy in eV: -16.80
Net charge: +1
Orbital gap in eV: 12.5

Positions of all 11 atoms, in Å:
O1 1.03913 -1.37689 -0.22623
O2 0.16909 1.19480 -0.85994
N1 0.08996 0.62502 1.36983
C1 -0.15508 0.42205 0.11435
C2 -1.14216 0.51119 -0.95823
H1 0.99746 -2.29650 -0.57660
H2 1.83945 -0.90564 -0.39384
H3 -0.51752 0.29466 2.10572
H4 -1.23734 -0.32831 -1.63821
H5 0.96005 0.86149 1.69999
H6 -2.04304 0.99814 -0.63683

Here are the Löwdin charges for atoms 1 to 2, given in e: 0.0131 0.1725

=====

<b>
Below is a cluster of 2 separate species, C2H6NO2 in total, with properties calculated with ωB97M-V/def2-TZVPD.

HOMO energy in eV: -16.55
Net charge: +1
Orbital gap in eV: 12.2

Positions of all 11 atoms, in Å:
O1 -1.19603 -0.80130 -0.37610
O2 1.33830 -0.84852 0.39939
N1 0.08952 1.01929 -1.14194
C1 -1.18961 -0.14516 0.89027
C2 -0.45418 0.26102 -0.23372
H1 1.67861 -0.95587 1.26655
H2 -0.73690 -0.74004 1.68837
H3 0.42073 0.43641 -1.93795
H4 0.14600 2.02332 -1.33810
H5 2.00437 -0.59577 -0.33078
H6 -2.10081 0.34662 1.11400

Here are the Löwdin charges for atoms 1 to 2, given in e: 0.1827 -0.0091

=====

Stability check: which of them is most stable? <a>.

=====

<a>
Below is a structure of composition C6H6N2O2, with properties calculated with ωB97M-V/def2-TZVPD.

HOMO energy in eV: -10.10
Orbital gap in eV: 9.3

Positions of all 16 atoms, in Å:
O1 -1.47663 -0.65252 -1.01724
O2 -1.00161 2.93789 0.32633
N1 0.49914 -2.24301 0.30975
N2 -2.69784 1.37981 1.17651
C1 2.00831 -0.22956 -2.24423
C2 -1.69426 0.86877 0.76614
C3 1.70807 -0.63164 -1.14325
C4 0.03096 -0.97217 0.81738
C5 -1.09335 -0.32244 0.07366
C6 1.39915 -1.11744 0.18632
H1 -0.82524 2.75874 -0.60506
H2 0.77446 -2.86289 1.06790
H3 -2.13661 2.88078 0.74949
H4 2.22752 -1.04021 0.89639
H5 2.24409 0.04632 -3.25703
H6 0.03385 -0.80043 1.89694

Here are the Löwdin charges for atoms 1 to 2, given in e: 0.1629 -0.2073

=====

<b>
Below is a cluster of 2 separate species, C6H6N2O2 in total, with properties calculated with ωB97M-V/def2-TZVPD.

HOMO energy in eV: -10.00
Orbital gap in eV: 10.5
Structure (SMILES): O=c1cc[nH]c(=O)[nH]1.C#C

Positions of all 16 atoms, in Å:
O1 -0.53958 -1.52743 -1.98612
O2 1.17197 2.21191 -0.11083
N1 0.33518 0.20013 -0.92289
N2 -0.54743 1.11409 1.03383
C1 2.25891 -0.85435 1.50926
C2 -1.79232 -0.60721 -0.20097
C3 0.32342 1.30622 -0.05006
C4 -0.67449 -0.70076 -1.13927
C5 1.34146 -1.73375 1.21038
C6 -1.77006 0.33104 0.72430
H1 2.77260 0.08405 1.70256
H2 0.69359 -2.60583 0.89928
H3 1.06211 0.22059 -1.53328
H4 -2.78549 -1.15231 -0.45872
H5 -2.62937 0.35368 1.45528
H6 -0.80829 1.97731 1.61190

Here are the Löwdin charges for atoms 1 to 2, given in e: 0.0945 0.0451

=====

Stability check: which of them is most stable? <b>.